1.
Density functional theory data (ωB97M-V/def2-TZVPD) for 18 unconnected molecules or ions with the total composition C84H199N5O18.

XYZ file:
```
306
C84H199N5O18 (ωB97M-V/def2-TZVPD)
C -0.6667 -0.1118 2.8654
C -0.3730 0.7976 1.6269
C 1.0903 0.5678 1.1962
C 1.3259 -0.6783 0.4165
C 0.3039 -0.8529 -0.7320
C -1.1287 -0.6966 -0.2848
N -1.2064 0.5915 0.4438
O -2.5370 0.9478 0.7906
C -2.0355 -0.5894 -1.5600
C -1.5790 -1.9882 0.4259
C -0.4926 2.2551 2.0637
H 0.0326 -0.9622 2.8952
H -1.6741 -0.5067 2.9400
H -0.4546 0.4415 3.7897
H 1.3504 1.4221 0.5691
H 1.6876 0.5307 2.1021
H 1.2924 -1.5886 1.0741
H 2.3658 -0.6317 0.0601
H 0.4457 -1.7815 -1.2704
H 0.5081 -0.1078 -1.5112
H -3.0734 -0.7789 -1.3014
H -1.9239 0.3899 -1.9935
H -1.7982 -1.3268 -2.3333
H -1.5734 -2.7927 -0.3350
H -0.9325 -2.3603 1.1987
H -2.6207 -1.8954 0.6891
H 0.2371 2.4701 2.8486
H -1.4734 2.4610 2.5066
H -0.2092 2.8694 1.2222
H -3.0405 0.1935 1.1601
C 6.5271 1.7426 -3.0668
C 5.2187 1.2700 -3.6655
C 4.6371 0.2994 -2.6340
C 3.1856 -0.0667 -2.9553
C 2.3420 1.1428 -3.0603
C 2.9005 2.1691 -4.0673
N 4.3202 2.4199 -3.7001
O 4.7952 3.3996 -4.6121
C 2.5664 1.7228 -5.5106
C 2.1687 3.4732 -3.8265
C 5.4988 0.5059 -4.9750
H 7.1022 2.3148 -3.7972
H 7.1218 0.8306 -2.8513
H 6.4209 2.3211 -2.1464
H 5.2895 -0.5961 -2.5904
H 4.7825 0.7199 -1.6390
H 2.7789 -0.7760 -2.2356
H 3.1819 -0.6383 -3.9026
H 2.2988 1.5322 -2.0369
H 1.3276 0.8895 -3.4103
H 2.7414 0.6401 -5.6685
H 1.4896 1.8498 -5.5977
H 3.0926 2.3004 -6.2488
H 1.0879 3.3187 -3.9543
H 2.3506 3.8812 -2.8300
H 2.5390 4.2582 -4.5118
H 6.4885 0.0279 -4.9746
H 5.4318 1.1245 -5.8715
H 4.7596 -0.3098 -5.0661
H 5.2501 4.0216 -4.0437
C 5.2892 -1.1684 0.6393
C 6.4948 -2.0590 0.9157
C 7.1208 -2.6375 -0.3837
C 7.9732 -1.6157 -1.1888
C 8.9953 -1.0184 -0.2075
C 8.3675 -0.3981 1.0787
N 7.6075 -1.4566 1.7134
O 7.0376 -0.9505 2.9318
C 9.5426 -0.0796 1.9630
C 7.6544 0.9365 0.6425
C 6.0781 -3.2686 1.6892
H 4.9107 -0.6064 1.4584
H 4.4650 -1.7590 0.2456
H 5.5741 -0.5319 -0.1878
H 7.7483 -3.4953 -0.0945
H 6.3065 -3.0566 -0.9646
H 7.3471 -0.8188 -1.5929
H 8.5114 -2.1413 -1.9790
H 9.7173 -0.3092 -0.6256
H 9.6679 -1.8164 0.1319
H 10.2707 0.4487 1.3059
H 9.3704 0.6563 2.7376
H 10.0604 -0.9606 2.3247
H 7.0104 0.8421 -0.2499
H 6.9579 1.3615 1.3557
H 8.4720 1.6234 0.4403
H 5.6418 -3.0000 2.6470
H 6.9501 -3.9111 1.8420
H 5.3917 -3.8617 1.0898
H 7.4211 -1.4101 3.6822
C 3.9233 -6.3000 -0.7576
C 2.8019 -5.4044 -1.2155
C 3.3528 -4.3912 -2.1892
C 2.2437 -3.6262 -2.9652
C 1.2718 -4.6279 -3.6587
C 0.6932 -5.6647 -2.6969
N 1.8093 -6.2245 -1.9319
O 1.3416 -7.2391 -1.0630
C -0.4966 -5.0239 -1.8948
C 0.0809 -6.7543 -3.5864
C 2.2602 -4.6787 0.0830
H 4.8392 -5.7001 -0.7572
H 4.0876 -7.0725 -1.5076
H 3.7936 -6.7530 0.2133
H 4.0086 -3.6823 -1.6523
H 3.9955 -4.9047 -2.9116
H 2.7536 -2.9693 -3.6634
H 1.6615 -3.0101 -2.2608
H 1.7481 -5.1915 -4.4827
H 0.4337 -4.0601 -4.1026
H -1.3731 -5.0689 -2.5268
H -0.7042 -5.5335 -0.9395
H -0.2931 -3.9990 -1.5894
H -0.5842 -6.2410 -4.2901
H 0.8223 -7.3359 -4.1425
H -0.5308 -7.4376 -2.9995
H 3.1266 -4.2527 0.6016
H 1.7380 -5.3001 0.8021
H 1.6277 -3.8162 -0.1540
H 1.1598 -6.7989 -0.2244
C -4.7851 -0.6048 -6.1829
C -3.3087 -0.3817 -6.5240
C -2.6487 0.0911 -5.2216
C -1.1624 0.1068 -5.2548
C -0.6933 -1.3124 -5.5089
C -1.2824 -1.9115 -6.8167
N -2.7329 -1.7077 -6.8506
O -3.1978 -2.1177 -8.1059
C -0.4858 -1.3351 -8.0147
C -0.9268 -3.4085 -6.7103
C -3.2635 0.7652 -7.5939
H -5.4104 -0.8551 -7.0257
H -5.1258 0.3044 -5.6903
H -4.9296 -1.4306 -5.4771
H -3.0782 1.0482 -4.9349
H -2.9145 -0.5448 -4.3651
H -0.7577 0.5457 -4.3213
H -0.7503 0.8055 -5.9599
H -1.0044 -1.9401 -4.6690
H 0.3800 -1.4772 -5.5676
H 0.5613 -1.6694 -7.9049
H -0.8735 -1.6345 -8.9834
H -0.3734 -0.2557 -7.9533
H 0.1604 -3.4486 -6.7763
H -1.2754 -3.8058 -5.7842
H -1.1828 -4.0199 -7.5741
H -2.2981 1.2832 -7.5333
H -4.0896 1.4501 -7.4031
H -3.3898 0.4183 -8.6164
H -3.7129 -2.9226 -7.9705
C -3.1447 5.2478 2.4370
C -3.6717 6.4418 3.1760
C -5.2103 6.5811 3.0764
O -3.4427 6.3401 4.5501
H -2.0559 5.1223 2.6055
H -3.3182 5.3149 1.3644
H -3.5983 4.3438 2.8586
H -3.2458 7.3724 2.7776
H -5.6110 5.6824 3.5682
H -5.5812 6.7156 2.0850
H -5.5602 7.4913 3.5571
H -2.5258 6.4028 4.8080
C -0.7030 4.3932 6.0751
C 0.2160 5.5313 5.7478
C 1.4639 5.0085 5.0815
O -0.5069 6.4446 4.8975
H -1.0138 3.9110 5.1348
H -1.5695 4.7480 6.6193
H -0.1794 3.6289 6.6783
H 0.4223 5.9810 6.7236
H 2.2613 5.6825 4.7381
H 1.2023 4.4478 4.1957
H 1.8913 4.3413 5.8243
H -0.0630 7.2749 4.7009
C 3.2115 1.4081 5.1003
C 4.1800 0.3781 4.5526
C 3.5488 -1.0030 4.3010
O 4.7078 0.8684 3.3172
H 3.7352 2.3237 5.3110
H 2.8016 1.0709 6.0481
H 2.3630 1.5350 4.4188
H 4.9964 0.2634 5.2788
H 4.2683 -1.7213 3.9206
H 2.7364 -0.8076 3.6309
H 3.2218 -1.5265 5.2079
H 5.4603 0.3086 3.1183
C -5.6676 0.4922 -1.9764
C -5.9564 1.6966 -2.8748
C -6.7387 2.7949 -2.2285
O -4.7284 2.1528 -3.4371
H -6.5128 0.0189 -1.4454
H -4.9813 0.7198 -1.1701
H -5.1931 -0.2745 -2.6370
H -6.5763 1.3473 -3.7185
H -6.1635 3.3509 -1.4937
H -7.6563 2.3910 -1.8055
H -7.0121 3.5278 -2.9943
H -4.1150 2.2644 -2.7144
C -0.7883 3.4004 -1.7413
C -2.0706 3.9497 -1.0660
C -2.6893 5.0739 -1.8162
O -3.0443 2.8837 -0.9776
H -0.2856 2.5964 -1.1522
H -0.0445 4.1683 -1.9431
H -1.1431 2.8998 -2.6385
H -1.8342 4.3379 -0.0653
H -1.9476 5.8571 -1.9453
H -3.5246 5.4660 -1.2246
H -3.0667 4.8549 -2.8244
H -2.8783 2.2904 -0.2207
C -2.3729 -7.1653 2.6430
C -1.3851 -6.2463 1.9629
C -0.7207 -5.2980 2.9071
O -0.2574 -7.0105 1.3865
H -3.2911 -6.6115 2.7789
H -1.9582 -7.6101 3.5598
H -2.6228 -8.0251 2.0242
H -1.8333 -5.7374 1.1068
H -1.3847 -4.5664 3.3609
H 0.0164 -4.7175 2.3655
H -0.2406 -5.9008 3.6789
H -0.6380 -7.7083 0.8410
C -5.0267 -5.0743 -2.3052
C -4.8770 -3.8475 -3.1988
C -3.5041 -3.4749 -3.6838
O -5.6340 -3.9596 -4.4291
H -4.7951 -4.8364 -1.2810
H -4.3829 -5.9155 -2.5447
H -6.0447 -5.4647 -2.3973
H -5.2753 -3.0410 -2.6045
H -3.0306 -4.3003 -4.2309
H -2.8449 -3.0880 -2.9123
H -3.6464 -2.6663 -4.4211
H -6.1997 -4.7466 -4.3738
C -5.3220 0.8808 5.8253
C -3.8078 1.1262 5.8908
C -3.1490 1.6300 4.6405
O -3.4953 2.0350 6.9913
H -5.5421 0.4152 4.8528
H -5.9404 1.7641 5.9999
H -5.5008 0.1154 6.5851
H -3.3098 0.1712 6.1582
H -3.5108 2.6547 4.4956
H -3.3242 0.9828 3.7695
H -2.0666 1.7476 4.7383
H -3.8637 2.8873 6.7378
C 4.3225 2.7888 0.2443
C 4.2837 3.8443 1.3636
C 2.9878 3.9152 2.1657
O 5.3948 3.6449 2.1990
H 3.6510 3.1035 -0.5514
H 4.1214 1.8140 0.6925
H 5.3104 2.7067 -0.2102
H 4.3715 4.8327 0.9135
H 2.0526 4.0083 1.6154
H 3.1343 4.6988 2.9161
H 2.8731 2.9777 2.7200
H 5.2659 2.8341 2.6979
C -5.5576 -2.6208 3.6341
C -4.7441 -2.3191 2.3549
C -5.4138 -2.9046 1.0987
O -4.4927 -0.9358 2.1662
H -6.5863 -2.2807 3.4703
H -5.1597 -2.2085 4.5557
H -5.6796 -3.6963 3.7663
H -3.7512 -2.7509 2.4782
H -4.6676 -2.9037 0.3192
H -6.3510 -2.4731 0.7951
H -5.6060 -3.9634 1.3043
H -5.3497 -0.5416 1.9699
C -5.9834 2.4040 1.9980
C -7.2909 1.6952 2.1976
C -8.5233 2.2611 1.4876
O -7.0618 0.3151 1.8513
H -5.2243 1.9233 2.6150
H -6.0359 3.4613 2.1765
H -5.6718 2.2637 0.9641
H -7.4869 1.6644 3.2889
H -8.9879 3.1063 2.0324
H -9.3305 1.5250 1.4296
H -8.2245 2.6401 0.5192
H -7.8650 -0.2076 1.7618
C -0.1145 -2.2094 5.9908
C -1.1048 -2.7079 7.0338
C -1.6379 -4.0614 6.6401
O -0.4957 -2.7006 8.3264
H 0.2525 -1.2289 6.2575
H -0.4451 -2.3052 4.9403
H 0.7378 -2.8911 6.0119
H -1.9932 -2.0881 7.0604
H -2.1312 -3.9196 5.6642
H -2.4296 -4.4165 7.3056
H -0.8414 -4.8179 6.6707
H 0.1276 -1.9656 8.4619
C 2.5985 7.3377 0.5610
C 1.1016 7.7478 0.5503
C 0.2162 6.7405 1.2430
O 0.9910 8.9829 1.2763
H 3.2327 8.1242 0.1547
H 2.7647 6.3933 0.0470
H 2.8936 7.1128 1.5801
H 0.7512 7.9111 -0.4861
H -0.8381 7.0637 1.1098
H 0.3724 6.6096 2.3129
H 0.3503 5.8002 0.6935
H 0.0920 9.0733 1.5839
```

energy above the lowest of the compared OMol25 structures with the same formula, charge and spin	0.0	kJ/mol
HOMO	-8.248	eV
charge	0
electronic energy	-4947.80790	Eh
Kohn-Sham gap	8.49	eV
strongest force on any atom	2.00	eV/A

=====

2.
Density functional theory data (ωB97M-V/def2-TZVPD) for CH6P2S in the gas phase.

XYZ file:
```
10
CH6P2S (ωB97M-V/def2-TZVPD)
P 0.9040 0.3788 0.6304
C -0.0774 0.6453 -1.0162
P -1.5601 -0.3751 -0.8144
S -2.4904 0.3907 0.6863
H 0.2700 1.3504 1.3264
H 1.7422 1.1859 0.0198
H 0.6921 0.4580 -1.7914
H -0.4712 1.8601 -0.8865
H -2.4119 -0.3580 -1.9491
H -1.1055 -1.7684 -0.6918
```

energy above the lowest of the compared OMol25 structures with the same formula, charge and spin	88.3	kJ/mol
HOMO	-8.818	eV
charge	0
electronic energy	-1122.52579	Eh
structure (SMILES)	PC[PH2]=S
Kohn-Sham gap	9.54	eV
strongest force on any atom	4.00	eV/A

=====

3.
Density functional theory data (ωB97M-V/def2-TZVPD) for a molecular structure, C30H36FN8O3S2Tl.

XYZ file:
```
81
C30H36FN8O3S2Tl (ωB97M-V/def2-TZVPD)
Tl -0.1751 -0.3065 0.9055
F 6.3236 -2.4117 -0.4297
C 5.9312 -1.1190 -0.3925
C 4.6017 -0.8602 -0.2552
C 4.1321 0.4531 -0.1718
C 2.6985 0.7090 -0.0285
O 1.9256 -0.2860 0.0225
C 2.3154 2.0776 0.0025
C 3.2882 3.0349 -0.0604
N 4.6087 2.8027 -0.1471
C 5.5295 3.9271 -0.2109
C 6.4802 4.1494 0.9289
C 5.3211 5.0747 0.7225
C 5.0638 1.4923 -0.2285
C 6.4218 1.2060 -0.3944
C 6.8924 -0.0939 -0.4737
N 8.2741 -0.3257 -0.6583
C 8.8032 -1.6514 -0.9970
C 10.2803 -1.5044 -1.3888
N 10.4731 -0.1314 -1.9706
C 10.3537 0.9161 -0.8891
C 9.2437 0.4798 0.0722
C 0.9091 2.6180 0.1281
O 0.7762 3.8334 0.1789
O -0.0670 1.7716 0.1706
H 3.8932 -1.6765 -0.1976
H 2.9781 4.0709 -0.0436
H 5.8697 4.1477 -1.2148
H 7.4776 4.5033 0.6977
H 6.4235 3.4625 1.7659
H 5.5042 6.0682 0.3366
H 4.5034 5.0101 1.4310
H 7.1152 2.0308 -0.4906
H 8.2446 -2.0498 -1.8389
H 8.7363 -2.3709 -0.1805
H 10.5626 -2.2520 -2.1231
H 10.9540 -1.5828 -0.5402
H 9.7399 0.0272 -2.6598
H 11.3667 -0.0486 -2.4494
H 10.1379 1.8644 -1.3730
H 11.3135 0.9862 -0.3830
H 8.7793 1.3606 0.4982
H 9.6652 -0.0887 0.9075
S -2.7028 -0.3179 0.8454
C -2.8985 0.7234 -0.4737
N -3.0866 1.4340 -1.3680
C -3.2075 3.5312 1.8200
C -1.8561 3.4508 2.4442
C -1.0732 4.5185 2.7682
C 0.1977 4.2795 3.2854
N 0.6751 3.0347 3.4513
C -0.0886 2.0126 3.1246
S 0.5494 0.3841 3.2596
N -1.3513 2.2189 2.6857
C 1.1110 5.4134 3.6159
H -3.5754 4.5534 1.8295
H -3.9199 2.8894 2.3405
H -3.1448 3.1949 0.7800
H -1.4235 5.5255 2.5889
H -1.9139 1.4211 2.4141
H 0.5826 6.2063 4.1460
H 1.4796 5.8335 2.6746
H 1.9518 5.0614 4.2080
N 0.0233 -2.4973 0.2777
C -0.0533 -3.6468 0.1644
N -0.1701 -4.9416 0.0448
C 0.2900 -5.6574 -1.1707
C 1.4980 -6.5193 -0.8302
C 1.1797 -7.4517 0.3424
C 0.7256 -6.6504 1.5658
C -0.4848 -5.7953 1.2190
H 0.5059 -4.9285 -1.9462
H -0.5389 -6.2802 -1.5091
H 2.3364 -5.8668 -0.5648
H 1.7895 -7.0871 -1.7151
H 2.0519 -8.0565 0.5901
H 0.3827 -8.1432 0.0480
H 1.5373 -5.9969 1.9019
H 0.4694 -7.3102 2.3961
H -0.7943 -5.1596 2.0437
H -1.3292 -6.4265 0.9387
```

energy above the lowest of the compared OMol25 structures with the same formula, charge and spin	30.7	kJ/mol
HOMO	-13.157	eV
charge	+2
electronic energy	-2896.79990	Eh
Kohn-Sham gap	8.26	eV
strongest force on any atom	0.73	eV/A

=====

4.
Density functional theory data (ωB97M-V/def2-TZVPD) for a molecular structure, C19H44InN4OS.

XYZ file:
```
70
C19H44InN4OS (ωB97M-V/def2-TZVPD)
C -3.0792 3.7283 0.2161
C -3.1887 4.6050 -1.0628
C -2.1099 5.6834 -1.1598
C -0.6761 5.1135 -1.0861
C -0.2241 4.6348 -2.4686
C 1.2936 4.3834 -2.5786
C 1.7504 2.9118 -2.4044
C 0.7635 1.9897 -1.6873
C 1.4513 0.7679 -1.0786
C 2.0537 -0.1806 -2.1419
In 1.8631 -2.2655 -1.3623
S 3.1026 -3.8637 -2.8993
C 2.6892 -2.3121 0.7201
C 2.0321 -3.3578 1.6296
C 2.5525 -3.1737 3.0815
C 1.5898 -3.6433 4.1631
N 0.4314 -2.7623 4.4522
C 0.4045 -1.4810 3.7489
C -0.8081 -3.4417 4.3296
C -1.6728 -3.5348 5.5671
O -1.2049 -3.9065 3.3139
C -0.2772 -3.0275 -1.3468
C -1.2923 -2.0480 -1.8920
N -0.8396 -1.3765 -3.1206
N -2.5526 -2.8389 -2.2232
N -1.7114 -1.0539 -0.9062
H -2.8548 2.7165 -0.1031
H -2.2910 4.0949 0.8606
H -4.0184 3.7033 0.7584
H -3.2178 3.9793 -1.9467
H -4.1473 5.1201 -0.9927
H -2.2224 6.1574 -2.1334
H -2.2122 6.4388 -0.3811
H -0.0130 5.9299 -0.7977
H -0.5876 4.3526 -0.3175
H -0.8091 3.7955 -2.8319
H -0.4544 5.4527 -3.1534
H 1.6054 4.7505 -3.5537
H 1.7944 4.9965 -1.8303
H 1.9867 2.4511 -3.3596
H 2.6763 2.9250 -1.8299
H -0.0217 1.6462 -2.3581
H 0.2842 2.5298 -0.8658
H 0.6742 0.2051 -0.5536
H 2.1786 1.0699 -0.3238
H 1.5602 -0.0630 -3.0985
H 3.1083 0.0794 -2.2582
H 3.0429 -5.0622 -2.2888
H 3.7756 -2.3863 0.7462
H 2.4591 -1.3271 1.1461
H 0.9476 -3.3198 1.5994
H 2.3852 -4.3356 1.3079
H 3.4203 -3.8320 3.1527
H 2.9503 -2.1767 3.2392
H 2.1383 -3.8760 5.0788
H 1.1960 -4.6039 3.8234
H 0.2230 -1.5812 2.6770
H 1.2795 -0.8855 3.9585
H -0.4378 -0.9090 4.1466
H -1.2423 -4.2954 6.2160
H -1.5940 -2.5952 6.1110
H -2.6930 -3.7690 5.3054
H -0.5138 -3.2587 -0.3146
H -0.3280 -3.9274 -1.9562
H -1.5721 -0.7159 -3.3656
H -0.7404 -2.0534 -3.8664
H -2.3601 -3.3879 -3.0556
H -3.2475 -2.1375 -2.4788
H -1.8148 -0.1464 -1.3534
H -2.6333 -1.2995 -0.5624
```

energy above the lowest of the compared OMol25 structures with the same formula, charge and spin	0.0	kJ/mol
HOMO	-4.197	eV
charge	-1
electronic energy	-1632.91428	Eh
Kohn-Sham gap	6.87	eV
strongest force on any atom	1.90	eV/A

=====

The highest Kohn-Sham gap belongs to which entry?
CH6P2S